ORCA calculation (ωB97M-V with the def2-TZVPD basis set) on a 3-piece molecular cluster, C3H13NO2 overall.

Bonds (Å) are listed after each position.
Geometry (Å):
1 O -2.1295 2.5856 0.0578  H9 0.955, H17 0.954
2 O -3.0643 -2.7162 1.8370  H14 0.962, H16 0.985
3 N -0.2055 -0.2287 0.3745  C6 1.497, H8 1.033, H18 1.016
4 C 1.0635 0.9326 -1.3960  C6 1.528, H11 1.090, H12 1.090, H15 1.091
5 C 2.1761 -0.8178 0.1173  C6 1.543, H7 1.091, H10 1.090, H19 1.088
6 C 0.8977 -0.3777 -0.6269  N3 1.497, C4 1.528, C5 1.543, H13 1.103
7 H 2.4785 -0.0270 0.8046  C5 1.091
8 H -0.6434 0.6697 0.1120  N3 1.033
9 H -2.7369 2.7367 0.7795  O1 0.955
10 H 2.9845 -0.9204 -0.6067  C5 1.090
11 H 2.0940 0.9725 -1.7494  C4 1.090
12 H 0.4679 1.0057 -2.3059  C4 1.090
13 H 0.5936 -1.2536 -1.2238  C6 1.103
14 H -2.3730 -2.2238 1.3846  O2 0.962
15 H 0.8508 1.8019 -0.7729  C4 1.091
16 H -3.5505 -3.0613 1.0533  O2 0.985
17 H -1.2758 2.9122 0.3322  O1 0.954
18 H 0.2866 -0.1860 1.2624  N3 1.016
19 H 2.0855 -1.8043 0.5665  C5 1.088

Calculated values
Kohn-Sham gap (spin up / spin down)   11.07 / 5.24 eV
ΔE to the lowest compared entry with this formula, charge and spin   28.41 kcal per mole
Net charge   +1
Electronic energy   -326.9688 Ha
HOMO level (spin up / spin down)   -14.45 / -14.45 eV
⟨S²⟩   0.75
M   95.14 g/mol
Spin multiplicity   2

=====

ORCA calculation (ωB97M-V with the def2-TZVPD basis set) on a 3-piece molecular cluster, C3H13NO2S overall.

Bonds (Å) are listed after each position.
Geometry (Å):
1 S 0.3040 1.5816 1.8186  C6 1.950, H15 1.406
2 O -0.6946 1.9500 -2.1379  H13 0.970, H17 0.966
3 O 2.5099 1.0843 -1.7552  H12 0.983, H20 1.006
4 N 0.9939 -1.3082 0.8035  C7 1.490, H9 1.001, H16 0.993
5 C -1.2793 -1.9911 0.0539  C7 1.483, H8 1.165, H14 1.077, H18 1.071
6 C -0.9608 0.1863 1.3122  S1 1.950, C7 1.597, H10 1.166, H11 1.123
7 C -0.3359 -0.8725 0.2923  N4 1.490, C5 1.483, C6 1.597, H19 1.086
8 H -2.3287 -1.5454 -0.1834  C5 1.165
9 H 1.3973 -0.6317 1.4215  N4 1.001
10 H -1.2412 -0.3449 2.3117  C6 1.166
11 H -1.7924 0.6094 0.6877  C6 1.123
12 H 3.0954 1.8578 -1.9125  O3 0.983
13 H -0.6504 2.5520 -1.3781  O2 0.970
14 H -0.7883 -2.5455 -0.7288  C5 1.077
15 H -0.6501 2.6013 1.6555  S1 1.406
16 H 0.8980 -2.1741 1.2804  N4 0.993
17 H 0.2250 1.6543 -2.1517  O2 0.966
18 H -1.4903 -2.6791 0.8465  C5 1.071
19 H -0.2699 -0.2316 -0.5820  C7 1.086
20 H 3.0584 0.2473 -1.6542  O3 1.006

Calculated values
Kohn-Sham gap   9.52 eV
ΔE to the lowest compared entry with this formula, charge and spin   26.40 kcal per mole
Electronic energy   -725.4793 Ha
HOMO level   -8.95 eV
M   127.21 g/mol

=====

ORCA calculation (ωB97M-V with the def2-TZVPD basis set) on a 3-piece molecular cluster, C3H13NO2S overall.

Bonds (Å) are listed after each position.
Geometry (Å):
1 S -1.9511 -1.0205 -0.9859  C7 1.749, H9 1.374
2 O 1.9236 -1.9167 -0.4459  H15 0.964, H17 0.976
3 O 2.0768 0.8991 -1.7626  H10 0.950, H12 0.950
4 N 0.0372 0.9445 2.7785  C5 1.465, H13 1.001, H14 1.000
5 C 0.2559 1.5094 1.4447  N4 1.465, C6 1.525, H11 1.087, H19 1.103
6 C -0.7183 1.1545 0.3267  C5 1.525, C7 1.541, H16 1.097, H18 1.093
7 C -0.6947 -0.3580 0.0342  S1 1.749, C6 1.541, H8 1.102, H20 1.093
8 H 0.3341 -0.5260 -0.3243  C7 1.102
9 H -1.8081 -0.3916 -2.1989  S1 1.374
10 H 2.6555 1.6363 -1.9163  O3 0.950
11 H 0.4652 2.5757 1.4423  C5 1.087
12 H 2.5303 0.0696 -1.6680  O3 0.950
13 H -0.4465 0.0691 2.7343  N4 1.001
14 H -0.4679 1.5815 3.3604  N4 1.000
15 H 2.4914 -2.4661 -0.9981  O2 0.964
16 H -1.7202 1.5213 0.5823  C6 1.097
17 H 2.1659 -1.9574 0.4987  O2 0.976
18 H -0.5122 1.6651 -0.6179  C6 1.093
19 H 1.2352 1.1023 1.1396  C5 1.103
20 H -0.7127 -0.9024 0.9813  C7 1.093

Calculated values
Kohn-Sham gap (spin up / spin down)   9.60 / 4.20 eV
ΔE to the lowest compared entry with this formula, charge and spin   5.00 kcal per mole
Net charge   +1
Electronic energy   -725.1759 Ha
HOMO level (spin up / spin down)   -12.95 / -12.83 eV
⟨S²⟩   0.75
M   127.21 g/mol
Spin multiplicity   2

=====

ORCA calculation (ωB97M-V with the def2-TZVPD basis set) on a 3-piece molecular cluster, C3H13NO3 overall.

Bonds (Å) are listed after each position.
Geometry (Å):
1 O 0.5320 -1.5327 -2.6338  H8 1.020, H11 0.989
2 O 1.0201 2.1262 -2.7015  H12 0.970, H18 0.991
3 O 1.2305 0.6749 -0.2347  C5 1.439, H14 0.970
4 N -1.6363 -0.6211 0.2713  C6 1.433, H13 1.011, H20 1.038
5 C 0.1837 0.8895 0.7284  O3 1.439, C6 1.480, H9 1.078, H16 1.186
6 C -0.4897 -0.3768 1.0951  N4 1.433, C5 1.480, C7 1.449, H15 1.212
7 C -0.6046 -0.5714 2.5259  C6 1.449, H10 1.028, H17 1.111, H19 1.130
8 H 1.0218 -2.3934 -2.3902  O1 1.020
9 H -0.5321 1.5762 0.3063  C5 1.078
10 H -1.0203 0.2069 3.0529  C7 1.028
11 H 0.4018 -1.0528 -1.7788  O1 0.989
12 H 0.5696 1.2777 -2.8349  O2 0.970
13 H -1.6063 -1.4962 -0.2337  N4 1.011
14 H 1.3813 1.5175 -0.6900  O3 0.970
15 H 0.3345 -1.1672 0.6897  C6 1.212
16 H 0.6741 1.4323 1.6624  C5 1.186
17 H -1.2710 -1.4407 2.7117  C7 1.111
18 H 1.8863 2.1731 -3.1814  O2 0.991
19 H 0.4589 -0.7460 2.8649  C7 1.130
20 H -2.5345 -0.4759 0.7703  N4 1.038

Calculated values
Kohn-Sham gap   10.05 eV
ΔE to the lowest compared entry with this formula, charge and spin   31.47 kcal per mole
Electronic energy   -402.5303 Ha
HOMO level   -9.27 eV
M   111.14 g/mol

=====

ORCA calculation (ωB97M-V with the def2-TZVPD basis set) on a 4-piece molecular cluster, C3H13NO3 overall.

Bonds (Å) are listed after each position.
Geometry (Å):
1 O 1.2640 0.0872 2.3167  H16 0.971, H17 0.961
2 O 0.6576 2.5554 0.8426  H11 0.972, H15 0.963
3 O 0.6883 -2.8342 1.5597  H10 0.963, H20 0.967
4 N -0.5766 0.0416 -0.8019  C5 1.391, C6 1.483, H9 1.009
5 C -0.5267 0.3360 -2.1607  N4 1.391, C7 1.336, H19 1.087
6 C -1.9157 0.1756 -0.1780  N4 1.483, H12 1.087, H13 1.091, H18 1.094
7 C 0.0082 -0.4518 -3.0971  C5 1.336, H8 1.084, H14 1.088
8 H 0.5015 -0.0250 -3.9630  C7 1.084
9 H -0.1351 -0.7986 -0.4600  N4 1.009
10 H 1.2019 -2.7682 0.7480  O3 0.963
11 H 0.1924 1.9031 0.2929  O2 0.972
12 H -2.7399 0.2350 -0.8840  C6 1.087
13 H -2.0932 -0.7304 0.4034  C6 1.091
14 H 0.2807 -1.4835 -2.8863  C7 1.088
15 H -0.0466 3.1556 1.1100  O2 0.963
16 H 1.1593 0.8907 1.7819  O1 0.971
17 H 1.2699 0.3986 3.2263  O1 0.961
18 H -1.9878 1.0171 0.5176  C6 1.094
19 H -0.7940 1.3487 -2.4526  C5 1.087
20 H 0.9202 -2.0533 2.0805  O3 0.967

Calculated values
Kohn-Sham gap   9.37 eV
ΔE to the lowest compared entry with this formula, charge and spin   27.25 kcal per mole
Electronic energy   -402.5370 Ha
HOMO level   -8.74 eV
M   111.14 g/mol

=====

ORCA calculation (ωB97M-V with the def2-TZVPD basis set) on a 4-piece molecular cluster, C3H13NO3 overall.

Bonds (Å) are listed after each position.
Geometry (Å):
1 O -1.9576 -2.2100 1.5174  H10 0.966, H14 0.979
2 O 0.2837 -1.7906 -0.2829  H9 0.963, H18 0.974
3 O -2.4421 0.2658 2.9620  H16 0.965, H19 0.966
4 N 0.7655 0.8171 -1.4845  C5 1.442, C7 1.376, H20 1.016
5 C 0.8600 0.6165 -2.9094  N4 1.442, H13 1.094, H15 1.088, H17 1.100
6 C 2.1975 1.6726 0.2629  C7 1.343, H8 1.085, H12 1.079
7 C 1.5423 1.7933 -0.9035  N4 1.376, C6 1.343, H11 1.088
8 H 2.0123 0.8599 0.9573  C6 1.085
9 H 0.4755 -2.6619 -0.6449  O2 0.963
10 H -1.9419 -2.9977 2.0768  O1 0.966
11 H 1.8799 2.6515 -1.4799  C7 1.088
12 H 3.0717 2.2770 0.4516  C6 1.079
13 H 0.2531 1.3679 -3.4236  C5 1.094
14 H -2.1053 -1.4863 2.1603  O1 0.979
15 H 0.5966 -0.3835 -3.2464  C5 1.088
16 H -1.9228 0.6357 2.2371  O3 0.965
17 H 1.8934 0.7632 -3.2558  C5 1.100
18 H -0.3837 -1.9423 0.4106  O2 0.974
19 H -3.3558 0.2827 2.6503  O3 0.966
20 H 0.5236 0.0622 -0.8496  N4 1.016

Calculated values
Kohn-Sham gap   7.74 eV
ΔE to the lowest compared entry with this formula, charge and spin   28.47 kcal per mole
Electronic energy   -402.5351 Ha
HOMO level   -7.27 eV
M   111.14 g/mol